[1]
Formula: C49H72F3N12O3S
Source: the OMol25 dataset
Level of theory: the ωB97M-V functional and the def2-TZVPD basis

Cartesian coordinates (Å):
C  2.57322  -3.35575  -8.40680
C  3.83537  -3.57969  -7.59687
N  3.97187  -5.10141  -7.26934
C  4.76907  -5.72697  -6.28764
C  4.71814  -7.03714  -6.45978
N  3.88752  -7.21606  -7.54881
C  3.39674  -6.10774  -7.97694
C  3.41224  -8.55336  -8.03111
H  2.62254  -3.76650  -9.39464
H  2.37170  -2.30138  -8.43648
H  1.72899  -3.85250  -7.93245
H  3.80400  -3.21994  -6.55914
H  4.70142  -3.32042  -8.16538
H  5.08582  -5.15976  -5.51953
H  5.18826  -7.85426  -5.86933
H  2.76723  -6.03357  -8.87125
H  3.06154  -9.11755  -7.18432
H  4.24067  -9.11168  -8.51694
H  2.57001  -8.49621  -8.65905
C  -5.41660  -12.96742  -3.98604
C  -6.25329  -11.82607  -3.44939
N  -5.38735  -10.58275  -3.29841
C  -3.98976  -10.47243  -3.38784
C  -3.61606  -9.18470  -3.29549
N  -4.81476  -8.50136  -3.08414
C  -5.83963  -9.34260  -3.10387
C  -5.09978  -7.11381  -3.08448
H  -6.04401  -13.79558  -4.15207
H  -4.67391  -13.33948  -3.28009
H  -4.99808  -12.73902  -4.96229
H  -6.57437  -12.03938  -2.42573
H  -7.14620  -11.49411  -4.03609
H  -3.27974  -11.28661  -3.52039
H  -2.69870  -8.63883  -3.26302
H  -6.82029  -8.97823  -3.18403
H  -6.02694  -6.89469  -3.54765
H  -4.30261  -6.61307  -3.54947
H  -5.23847  -6.73947  -2.09185
C  -6.23252  -4.46987  7.55836
C  -5.78290  -5.88159  7.79944
N  -5.31420  -6.03321  9.22084
C  -5.39347  -7.14062  9.99478
C  -4.77148  -6.87817  11.16847
N  -4.32957  -5.53631  11.10022
C  -4.68412  -5.08663  9.87583
C  -3.46071  -4.75990  12.08355
H  -5.46786  -3.66319  7.66319
H  -7.03931  -4.19244  8.19840
H  -6.52089  -4.33757  6.50862
H  -4.92457  -6.28174  7.24628
H  -6.64463  -6.50656  7.61905
H  -5.83164  -8.07426  9.68486
H  -4.74992  -7.48042  12.02026
H  -4.56008  -4.11377  9.49718
H  -3.65036  -5.19811  13.09768
H  -3.68919  -3.69471  11.96960
H  -2.39058  -5.01456  11.96242
C  5.70254  6.31207  -7.29564
C  6.68025  6.53044  -6.19258
N  7.50870  5.26702  -6.04605
C  8.10869  4.44836  -6.92713
C  8.70224  3.37678  -6.17061
N  8.57739  3.76762  -4.82248
C  7.76010  4.82908  -4.75895
C  8.97742  3.14915  -3.61031
H  4.93393  5.61690  -6.92969
H  6.11196  5.74497  -8.17529
H  5.23600  7.25602  -7.56234
H  6.16944  6.83933  -5.29573
H  7.37525  7.27368  -6.51287
H  8.03339  4.58947  -7.99343
H  9.24247  2.48676  -6.56894
H  7.36968  5.16370  -3.81239
H  9.21462  2.14875  -3.82297
H  8.17207  3.26055  -2.82894
H  10.02330  3.56405  -3.37602
C  -7.88351  7.26390  -7.77214
N  -8.21059  7.84323  -6.39707
C  -9.51585  7.97395  -6.08718
C  -9.95062  8.43799  -4.86342
C  -9.04001  8.65508  -3.88519
C  -7.73144  8.33623  -4.18019
C  -7.26174  7.99423  -5.46533
C  -9.32757  9.45613  -2.61548
C  -8.58145  10.58442  -2.38303
C  -8.91601  11.43575  -1.41865
N  -10.00976  11.21633  -0.69083
C  -10.71944  10.07507  -0.76829
C  -10.31437  9.13585  -1.69244
C  -10.54405  12.30922  0.12596
H  -8.11638  8.04391  -8.49005
H  -8.49662  6.37990  -7.87366
H  -6.86717  6.98350  -7.92502
H  -10.15255  7.75816  -6.95252
H  -11.04618  8.57739  -4.72648
H  -6.99286  8.29197  -3.40677
H  -6.22379  7.87817  -5.80631
H  -7.71308  10.81331  -2.93223
H  -8.41105  12.35889  -1.16278
H  -11.55862  9.85071  -0.09716
H  -11.04117  8.24825  -1.78718
H  -10.68002  11.94200  1.13621
H  -11.52141  12.51329  -0.23213
H  -9.93037  13.19196  0.08280
C  8.95000  -2.62679  10.34271
N  8.42834  -1.37903  9.65709
C  8.24131  -0.23923  10.36753
C  7.63471  0.88693  9.84980
C  7.16958  0.79599  8.48891
C  7.44107  -0.42577  7.78222
C  8.03535  -1.49724  8.40276
C  6.31068  1.96558  8.03407
C  5.21418  2.51493  8.66730
C  4.70444  3.70456  8.18038
N  5.24577  4.33072  7.09572
C  6.21152  3.74831  6.39024
C  6.75163  2.54810  6.84621
C  4.64202  5.63176  6.82302
H  8.24287  -3.36918  10.03628
H  8.83200  -2.52783  11.41653
H  9.96119  -2.74048  10.07344
H  8.44247  -0.28676  11.40144
H  7.46099  1.79496  10.39612
H  6.94449  -0.56906  6.81541
H  8.01467  -2.52110  7.98437
H  4.76082  2.09773  9.61236
H  3.93554  4.27981  8.66830
H  6.75508  4.19495  5.55988
H  7.56928  2.15596  6.28364
H  4.83846  6.31900  7.66100
H  3.56379  5.48774  6.64163
H  5.07617  5.99708  5.88366
C  2.76771  -1.22536  -1.92069
F  1.93515  -0.38278  -1.88108
F  2.75730  -2.06084  -1.05637
F  3.88148  -1.05085  -2.45725
S  9.09813  3.93481  0.87560
O  10.34352  4.70860  0.89932
O  9.33917  2.61816  0.19685
O  8.30958  3.81831  2.06965

Values from the calculation:
calculated total energy = -94916.421 eV
total charge = +7
molar mass = 966.3 u

Atomic partial charges in e from the Mulliken method, atoms 1 to 8: -1.3314 -0.1252 0.0601 -0.5757 -0.2859 0.0949 0.0562 -0.9200

[2]
Formula: C19H46AsF6O16
Source: the OMol25 dataset
Level of theory: the ωB97M-V functional and the def2-TZVPD basis

Cartesian coordinates (Å):
As  -0.19095  0.71068  0.63632
F  -0.33368  -0.47939  -0.61570
F  0.60516  1.75798  -0.49022
F  -0.09451  1.84300  1.93026
F  -0.96372  -0.42881  1.71757
F  1.36149  0.07066  1.09372
F  -1.71809  1.34752  0.15975
C  3.61128  -3.09113  1.84886
O  4.49459  -3.21590  2.94463
H  4.14148  -2.92912  0.90349
H  2.94309  -3.95244  1.74153
H  2.99918  -2.20409  2.00321
H  5.09348  -3.95208  2.79979
C  0.31261  -0.56507  4.82934
O  -0.81869  -0.79542  5.68542
H  0.64472  0.47540  4.84772
H  1.13370  -1.20239  5.15662
H  0.01853  -0.77091  3.80242
H  -1.05419  0.03164  6.11000
C  -0.07105  -3.09257  -2.61069
O  -1.20825  -3.76641  -2.07053
H  0.67519  -3.82294  -2.92625
H  -0.40317  -2.49775  -3.46332
H  0.37186  -2.42071  -1.87313
H  -1.30614  -3.51557  -1.14221
C  4.24351  0.54704  2.73179
O  4.07800  0.34027  1.34270
H  3.50807  -0.01522  3.31741
H  5.22867  0.18933  3.03379
H  4.16035  1.60658  2.99689
H  3.14262  0.16351  1.19425
C  -3.43263  -1.00513  4.03125
O  -4.79348  -0.85478  3.58974
H  -2.95360  -0.03359  4.02009
H  -3.44861  -1.49188  5.00451
H  -2.87688  -1.63695  3.33211
H  -5.05040  -1.69341  3.20034
C  -0.30951  -3.56552  1.27189
O  -1.43901  -2.92141  0.69507
H  -0.47722  -4.63756  1.18062
H  0.61266  -3.29837  0.74420
H  -0.19214  -3.31180  2.32911
H  -1.35895  -1.97228  0.87142
C  3.21987  -0.80687  -1.51425
O  3.32095  -1.61262  -2.70312
H  2.92420  -1.46729  -0.69642
H  4.13729  -0.28715  -1.24555
H  2.39515  -0.11878  -1.69285
H  3.52435  -2.51086  -2.43592
C  0.48077  5.14020  -0.15105
C  1.00443  5.74900  1.13053
C  1.20656  4.71086  2.25583
O  2.44128  5.13419  2.83967
C  3.12269  5.89713  1.95103
O  4.26973  6.18320  2.06094
O  2.31770  6.29332  0.94494
H  0.25509  5.90641  -0.88929
H  -0.49209  4.70642  0.11370
H  1.12319  4.32803  -0.47868
H  0.31548  6.51911  1.48809
H  1.30853  3.71738  1.82816
H  0.38230  4.82336  2.95168
C  0.24005  3.14513  -3.53967
C  0.52822  1.78981  -4.12456
C  -0.22089  0.60408  -3.46284
O  -1.08385  0.12497  -4.48569
C  -0.81185  0.73260  -5.66120
O  -1.29393  0.42642  -6.70254
O  0.05155  1.74967  -5.48083
H  -0.80445  3.44149  -3.53591
H  0.80846  3.90261  -4.09074
H  0.69062  3.16746  -2.54341
H  1.60115  1.60408  -4.09322
H  -0.80049  0.93063  -2.60582
H  0.53239  -0.12622  -3.17252
C  -4.06935  -1.26927  -0.78106
C  -3.71723  -1.65856  -2.20022
C  -4.28757  -2.99647  -2.67009
O  -4.99492  -2.68227  -3.87245
C  -4.99579  -1.34671  -4.07670
O  -5.53962  -0.81263  -4.98967
O  -4.30748  -0.70968  -3.11102
H  -5.15182  -1.35933  -0.64998
H  -3.75399  -0.23761  -0.63203
H  -3.60813  -1.90021  -0.02145
H  -2.63716  -1.62505  -2.35227
H  -5.00520  -3.40665  -1.95457
H  -3.51159  -3.73630  -2.85279

Values from the calculation:
ΔE to the lowest compared entry with this formula, charge and spin = 0.00 kcal per mole
total charge = -1
molar mass = 719.5 u

Atomic partial charges in e from the Mulliken method, atoms 1 to 8: 2.5512 -0.3948 -0.5414 -0.4558 -0.7527 -0.3667 -0.5629 -0.2054

[3]
Formula: CH2N4O
Source: the OMol25 dataset
Level of theory: the ωB97M-V functional and the def2-TZVPD basis

Cartesian coordinates (Å):
H  0.55924  -0.96492  -2.20973
N  -0.05771  -0.23634  -1.95705
C  0.04633  -0.17083  -0.77938
N  0.35392  -1.04893  0.32603
N  0.16990  -0.57065  1.53727
N  -0.30187  0.63685  1.21860
O  -0.30269  1.00021  -0.10878
H  -0.46712  1.35460  1.97304

Values from the calculation:
ΔE to the lowest compared entry with this formula, charge and spin = 79.63 kcal per mole
SMILES = [H]/N=c1\nn[nH]o1
molar mass = 86.1 u

The net atomic charges from natural (NBO), expressed in e, are: 0.3695 -0.6792 0.5994 -0.3627 0.0871 -0.1337 -0.2939 0.4135

[4]
Formula: C2H2N2OS
Source: the OMol25 dataset
Level of theory: the ωB97M-V functional and the def2-TZVPD basis

Cartesian coordinates (Å):
C  -0.75412  -1.08623  -0.05484
C  1.05609  0.52317  0.06317
N  -1.53484  -0.19794  0.04570
N  -1.39651  1.08162  -0.21264
O  -0.52123  -2.24142  -0.02673
S  0.01287  1.74491  -0.11832
H  2.15844  0.61383  -0.05514
H  0.97931  -0.43794  0.35880

Values from the calculation:
ΔE to the lowest compared entry with this formula, charge and spin = 94.41 kcal per mole
molar mass = 102.1 u

The net atomic charges from natural (NBO), expressed in e, are: 0.7607 -0.8768 -0.3348 -0.5339 -0.4967 0.9879 0.2625 0.2310

[5]
Formula: C2H4N4O2
Source: the OMol25 dataset
Level of theory: the ωB97M-V functional and the def2-TZVPD basis

Cartesian coordinates (Å):
C  0.02082  1.08655  0.63382
C  0.62169  -0.74117  -0.34478
H  0.36518  3.03754  1.12858
H  -1.36206  -2.06433  -1.94237
H  2.24840  -2.07661  -0.56072
H  1.23215  0.01354  1.57669
N  -1.00826  0.74643  0.01198
N  -0.60728  -0.15478  -0.94682
N  1.11598  -1.85016  -0.76743
N  1.07466  0.25257  0.39083
O  0.27299  1.89763  1.70390
O  -1.56853  -1.14024  -0.79846

Values from the calculation:
ΔE to the lowest compared entry with this formula, charge and spin = 185.12 kcal per mole
molar mass = 116.1 u

Atomic partial charges in e from the natural (NBO) method, atoms 1 to 8: 0.5934 0.5085 0.5117 0.4609 0.3688 0.4159 -0.3131 -0.0336

[6]
Formula: C31H32N6O2Pt
Source: the OMol25 dataset
Level of theory: the ωB97M-V functional and the def2-TZVPD basis

Cartesian coordinates (Å):
Pt  0.39166  -0.32823  -0.37389
C  0.93222  -1.91111  -2.93398
C  1.79529  -0.85808  -3.57567
C  1.39868  0.55214  -3.32065
C  1.49931  1.50122  -4.32798
C  1.27158  2.83626  -4.04553
C  1.00430  3.21568  -2.73442
C  0.91533  2.23315  -1.77644
N  1.06309  0.92053  -2.07275
N  1.20086  -2.15322  -1.48923
C  0.36001  -3.26605  -1.00819
C  -1.07043  -2.90285  -1.07338
C  -2.05638  -3.80771  -1.40938
C  -3.38803  -3.41605  -1.33435
C  -3.68824  -2.12765  -0.91856
C  -2.65273  -1.26392  -0.61662
N  -1.36841  -1.64599  -0.69998
C  2.62458  -2.43974  -1.20795
C  3.29814  -1.30602  -0.51688
C  4.67255  -1.27178  -0.36108
C  5.25154  -0.23477  0.35489
C  4.44033  0.76348  0.88639
C  3.08160  0.68547  0.68222
N  2.52514  -0.34163  0.00537
H  1.09464  -2.84817  -3.47659
H  -0.12177  -1.65758  -3.04777
H  1.80541  -1.04058  -4.64941
H  2.83628  -0.95323  -3.25098
H  1.77754  1.19110  -5.32665
H  1.31295  3.57830  -4.83341
H  0.87543  4.25257  -2.45557
H  0.73377  2.49040  -0.74453
H  0.61378  -3.47433  0.03434
H  0.55613  -4.17483  -1.58340
H  -1.79242  -4.81082  -1.71788
H  -4.17884  -4.10763  -1.59698
H  -4.70980  -1.78662  -0.82312
H  -2.86064  -0.25631  -0.29975
H  3.15570  -2.69686  -2.12547
H  2.69928  -3.32275  -0.56938
H  5.28151  -2.05697  -0.79213
H  6.32522  -0.19901  0.49232
H  4.85505  1.59063  1.44610
H  2.41695  1.45006  1.05974
O  -1.42476  0.61935  6.27096
C  -0.34570  -0.22360  5.99523
C  -0.12763  -0.26429  4.51980
C  0.84132  -1.07944  3.93027
C  0.95484  -1.09213  2.56014
N  0.17168  -0.33778  1.76653
C  -0.75174  0.47028  2.31389
C  -0.91850  0.52161  3.68103
C  -1.52023  1.25704  1.36189
C  -2.57162  2.08053  1.70551
C  -3.23888  2.81545  0.72321
C  -4.39558  3.69578  1.06168
O  -4.73827  4.43638  -0.06720
C  -2.79795  2.69914  -0.59771
C  -1.76405  1.83793  -0.88228
N  -1.13676  1.13183  0.07454
H  -1.60576  0.66257  7.21920
H  -0.50997  -1.24880  6.35578
H  0.57916  0.10046  6.49299
H  1.49591  -1.70606  4.52250
H  1.68333  -1.72637  2.07562
H  -1.65701  1.16213  4.14152
H  -2.88816  2.16354  2.73680
H  -4.13720  4.32351  1.92511
H  -5.22233  3.05686  1.40953
H  -5.44249  5.07361  0.11507
H  -3.27487  3.27229  -1.38134
H  -1.43496  1.69772  -1.90172

Values from the calculation:
ΔE to the lowest compared entry with this formula, charge and spin = 43.26 kcal per mole
total charge = +4
molar mass = 715.7 u

Atomic partial charges in e from the Mulliken method, atoms 1 to 8: 2.6230 -0.9723 -0.9956 0.5978 -1.0528 -0.6031 -0.9755 -0.2993

Q: What is the formula in the third record?
A: CH2N4O

Q: Number 1 is which compound?
A: C49H72F3N12O3S